A structure of composition C16H28Br2GaIN5O10S in a non-equilibrium geometry, computed with ωB97M-V with the def2-TZVPD basis set.

Properties
**E**: -9420.62269 Eh
**LUMO level**: 1.06 eV
**Net charge**: -1
**Strongest force on any atom**: 0.103 Eh/bohr
**HOMO level**: -5.29 eV
**HOMO-LUMO gap**: 6.35 eV

Element x y z (Å)
C1 -4.0649 3.8844 -4.2501
C2 -3.7872 2.2964 -3.9437
Br1 -5.2037 0.9532 -4.4604
C3 -2.5316 1.8668 -3.2714
Br2 -2.3279 -0.1248 -2.9263
Ga1 -0.9764 3.0893 -2.6582
S1 -0.0163 3.9150 -4.6348
I1 0.8884 1.6266 -1.5278
C4 -1.5462 4.7568 -1.5812
C5 -1.6216 4.5547 0.0426
C6 -1.8193 3.0080 0.5473
C7 -0.7095 2.4680 1.6763
C8 -0.7744 0.9311 2.3028
C9 -1.9640 -0.1169 1.7875
C10 -3.0835 0.4089 0.6857
C11 -3.0043 1.9702 0.0914
H1 -5.1627 3.9429 -4.7145
H2 -4.1126 4.5089 -3.2508
H3 -3.3327 4.3458 -5.0565
H4 0.7237 2.7920 -5.1269
H5 -2.5575 5.2518 -1.9161
H6 -0.7076 5.5846 -1.7735
H7 -2.5396 5.2031 0.4431
H8 -0.6643 5.0166 0.5368
H9 0.1418 3.1986 2.0171
H10 0.0360 0.6422 3.0961
H11 -2.0261 -1.2158 2.2098
H12 -3.9464 -0.3284 0.3158
H13 -3.8250 2.3295 -0.6954
C12 -1.1854 -3.5384 -0.9617
N1 -1.7896 -3.5126 0.3976
O1 -2.6314 -2.6363 0.6264
O2 -1.4017 -4.3730 1.1966
H14 -1.6171 -2.7300 -1.5556
H15 -0.1085 -3.3996 -0.8463
H16 -1.4155 -4.5089 -1.4063
C13 4.5355 2.1461 -0.7234
N2 5.7101 2.5528 0.0943
O3 5.5305 2.7012 1.3086
O4 6.7794 2.7115 -0.5062
H17 3.6677 2.0436 -0.0685
H18 4.3665 2.9263 -1.4683
H19 4.7772 1.1916 -1.1955
C14 -0.5699 -7.8198 -2.4606
N3 -0.6743 -6.4669 -3.0709
O5 0.3753 -5.9344 -3.4500
O6 -1.8070 -5.9777 -3.1521
H20 0.4788 -8.1243 -2.4538
H21 -0.9587 -7.7529 -1.4425
H22 -1.1659 -8.5028 -3.0694
C15 1.3461 -3.3033 2.9972
N4 2.2548 -2.2922 2.3925
O7 2.1199 -2.0597 1.1856
O8 3.0778 -1.7604 3.1468
H23 0.6785 -3.6865 2.2225
H24 1.9675 -4.1047 3.4018
H25 0.7769 -2.8055 3.7850
C16 4.1785 0.3124 5.2755
N5 3.5742 0.3382 6.6349
O9 2.7324 1.2145 6.8637
O10 3.9621 -0.5221 7.4339
H26 3.7468 1.1208 4.6816
H27 5.2553 0.4513 5.3909
H28 3.9484 -0.6580 4.8310